# 1
The following is a quantum chemistry calculation of one molecule with the formula C18H20N2O4 in a non-equilibrium geometry, from the Open Molecules 2025 dataset.

The geometry in XYZ format:
```
44
Properties=species:S:1:pos:R:3:forces:R:3
N -0.01715 2.20641 0.64455 -1.048 0.455 -0.080
C 0.47579 1.00708 1.25818 1.858 -1.660 1.217
C -0.54254 -0.10573 1.43837 0.429 -0.383 -0.760
C -1.57698 0.23132 2.42969 -0.061 0.708 1.587
C -2.75587 0.85461 2.01683 -0.768 -0.945 1.894
C -3.81419 1.06372 2.94113 2.019 0.210 -0.943
C -3.51273 0.90278 4.29072 -1.877 0.157 -0.250
O -4.50145 1.21394 5.21015 0.892 -0.322 0.407
C -2.30641 0.39890 4.74594 2.044 0.383 1.135
C -1.27877 0.05701 3.84165 -1.949 0.072 -1.412
C 1.71274 0.33082 0.49567 -1.947 0.939 1.883
O 2.46947 -0.50072 0.99391 -0.508 0.903 -0.409
N 1.75632 0.85085 -0.71735 1.533 -1.153 0.489
C 2.84828 0.50236 -1.55969 -0.017 0.146 0.029
C 2.84148 -1.00816 -1.93266 1.559 0.542 0.662
C 1.52165 -1.48850 -2.36584 -1.425 -0.724 -2.619
C 0.76271 -2.42484 -1.67648 3.219 -0.199 4.300
C -0.48004 -2.81681 -2.00951 -2.761 -0.700 -1.460
C -1.03634 -2.42144 -3.22747 2.127 0.256 -0.564
C -0.19871 -1.65289 -4.06570 -1.342 -0.632 1.150
C 1.00545 -1.14617 -3.65226 0.714 1.063 1.386
C 2.52607 1.34473 -2.77263 -1.232 0.713 0.217
O 1.45731 1.90591 -2.80091 0.518 0.194 -1.314
O 3.36611 1.40781 -3.79880 0.541 0.192 0.015
H 0.69391 2.91639 0.54817 0.235 -0.058 0.022
H -0.77281 2.64309 1.19790 0.504 -0.609 -0.374
H 0.81526 1.13967 2.28353 0.601 0.442 0.226
H -0.90628 -0.28960 0.41782 -0.432 -0.450 0.371
H -0.02788 -0.98923 1.85553 0.120 0.274 -0.693
H -2.91360 1.07763 0.98674 -0.054 -0.054 -0.666
H -4.75232 1.43605 2.53268 0.019 0.007 0.540
H -5.28349 1.50426 4.74426 -0.190 0.107 -0.196
H -2.05838 0.44899 5.85439 -0.687 -0.394 -1.504
H -0.33417 -0.41693 4.17210 -0.681 0.512 -0.245
H 0.98048 1.28658 -1.17289 -0.546 0.502 0.243
H 3.77333 0.85840 -1.03639 -0.312 -0.667 -0.696
H 3.63812 -1.10346 -2.67800 -0.285 -0.385 -0.256
H 3.16175 -1.59077 -1.06883 0.035 0.249 0.080
H 1.23200 -2.83158 -0.64804 -1.145 0.976 -2.348
H -1.10712 -3.47869 -1.42974 0.404 -0.090 0.516
H -1.96198 -2.78595 -3.64828 -0.182 -0.004 0.405
H -0.61814 -1.45128 -5.00289 -0.167 0.667 -1.420
H 1.47663 -0.30843 -4.19024 -0.091 -0.946 -0.237
H 4.24249 1.22188 -3.44532 0.337 -0.294 -0.329
```
Positions in Å, forces in eV/Å.

Its SMILES is N[C@@H](Cc1ccc(O)cc1)C(=O)N[C@@H](Cc1ccccc1)C(=O)O. The value obtained for the HOMO energy is -8.35 eV. As for the HOMO-LUMO gap: 8.7 eV. The value obtained for the total energy is -30160.3210 eV. The energy above the lowest of the compared OMol25 structures with the same formula, charge and spin is 2.065 eV.

***

# 2
The following is a quantum chemistry calculation of one molecule with the formula C18H20N2O4 in a non-equilibrium geometry, from the Open Molecules 2025 dataset.

The geometry in XYZ format:
```
44
Properties=species:S:1:pos:R:3:forces:R:3
N 0.47909 0.07442 0.91867 1.226 -0.137 1.562
C -0.74992 0.82384 1.00896 -1.687 -0.507 -0.104
C -0.53763 2.26667 0.83859 0.656 1.255 -1.010
C 0.18904 2.89298 1.96520 3.545 0.443 -1.338
C 1.57448 3.36497 1.80656 -2.774 -0.450 1.204
C 2.19935 3.92454 2.89221 -0.085 -0.191 -0.043
C 1.55739 3.97554 4.15841 -1.193 -0.426 -1.212
O 2.23726 4.51347 5.20261 -0.215 0.680 0.765
C 0.22672 3.57709 4.31131 0.350 -0.566 -1.622
C -0.44751 3.00888 3.13246 1.114 1.233 3.632
C -1.84553 0.22841 0.07144 -2.391 2.119 0.200
O -2.94337 0.74945 -0.23034 1.878 -0.024 0.547
N -1.54039 -0.97771 -0.29152 -1.891 0.208 -0.930
C -2.15110 -1.89101 -1.13845 -1.754 0.550 -0.885
C -1.69870 -1.61021 -2.56404 -1.357 -1.535 -1.549
C -0.25984 -2.07890 -2.81703 -0.406 0.332 -0.315
C 0.82914 -1.27878 -2.47243 0.394 1.656 0.777
C 2.17208 -1.71418 -2.64469 -0.948 -0.369 -0.329
C 2.41116 -2.92968 -3.28689 -1.995 0.656 0.691
C 1.29087 -3.73468 -3.54853 0.473 -0.767 -0.270
C -0.01000 -3.38518 -3.33084 -0.776 1.975 0.412
C -1.71999 -3.25356 -0.73594 0.508 -0.944 1.436
O -0.70706 -3.42220 -0.09423 -1.124 -0.295 -0.656
O -2.54218 -4.28917 -1.03791 -0.864 0.292 -1.935
H 1.04784 0.27406 1.77787 -0.606 -0.370 -1.279
H 1.05608 0.30494 0.09991 -0.476 0.108 0.496
H -1.20112 0.77722 1.99368 0.091 -0.972 0.457
H 0.02594 2.28746 -0.07343 0.471 0.886 -0.738
H -1.38327 2.90724 0.74482 -1.275 -0.196 -0.608
H 1.99138 3.30988 0.82561 0.475 0.025 -0.378
H 3.19408 4.34750 2.78008 -0.054 -0.089 0.201
H 2.95205 3.93963 5.45439 0.524 -0.295 0.109
H -0.21771 3.67549 5.30784 -0.044 -0.148 -0.571
H -1.43198 2.60747 3.20175 -0.750 0.016 0.325
H -0.74814 -1.31463 0.02571 5.156 -1.789 2.247
H -3.23092 -1.72111 -1.06037 -0.032 -0.415 -0.173
H -2.41876 -2.21695 -3.21867 1.090 0.680 0.454
H -2.02542 -0.57616 -2.71847 0.872 0.022 -0.340
H 0.64380 -0.19697 -2.04700 0.307 -2.352 -0.871
H 3.00582 -1.14424 -2.25876 -0.066 0.325 -0.257
H 3.37897 -3.21606 -3.59733 0.899 -0.446 0.062
H 1.36336 -4.74092 -3.90119 0.769 -0.438 -0.511
H -0.83575 -4.04970 -3.63839 0.526 0.378 0.383
H -3.17961 -4.08915 -1.81163 1.438 -0.118 1.963
```
Positions in Å, forces in eV/Å.

Its SMILES is N[C@@H](Cc1ccc(O)cc1)C(=O)N[C@@H](Cc1ccccc1)C(=O)O. The value obtained for the HOMO energy is -8.86 eV. As for the HOMO-LUMO gap: 9.2 eV. The value obtained for the total energy is -30159.7907 eV. The energy above the lowest of the compared OMol25 structures with the same formula, charge and spin is 2.596 eV.

***

# 3
The following is a quantum chemistry calculation of one molecule with the formula C18H20N2O4 in a non-equilibrium geometry, from the Open Molecules 2025 dataset.

The geometry in XYZ format:
```
44
Properties=species:S:1:pos:R:3:forces:R:3
N -0.86228 -3.01177 2.34963 -0.191 0.844 1.237
C 0.19949 -2.74088 1.38571 -0.150 0.760 -0.485
C -0.35777 -3.09635 0.01053 -0.467 -1.907 -0.404
C 0.50719 -2.84934 -1.20091 1.279 0.777 -0.320
C -0.01486 -2.49484 -2.46147 -1.091 0.013 1.046
C 0.81688 -2.31652 -3.55726 1.248 -0.793 0.640
C 2.19071 -2.48904 -3.40629 0.766 -0.035 -0.049
C 2.73921 -2.86634 -2.15619 0.546 0.815 -1.835
C 1.93515 -2.95503 -1.06829 -1.711 -0.598 1.259
C 0.86080 -1.30225 1.36956 -1.665 -1.329 0.414
O 2.00241 -1.21983 1.72242 1.548 0.227 0.288
N 0.15081 -0.16685 1.09863 1.769 1.125 0.610
C -1.04671 0.08682 0.44037 -2.893 -0.889 -0.649
C -1.93387 1.21639 1.07668 0.872 0.976 -0.847
C -1.22428 2.59495 1.06290 -1.718 -1.728 -1.505
C -1.31309 3.40349 -0.07589 -0.755 -0.293 -0.746
C -0.66441 4.61290 -0.10371 0.204 0.994 -0.845
C 0.06309 5.04934 0.99622 0.232 0.128 0.641
O 0.72947 6.24318 0.91755 -0.373 -0.050 -0.486
C 0.07267 4.29969 2.15442 -0.915 -0.952 -0.789
C -0.57697 3.05047 2.15026 1.400 1.206 1.615
C -0.92181 0.28499 -1.09285 1.160 -0.132 1.955
O -1.86094 0.38472 -1.79694 -1.691 0.116 -1.486
O 0.34708 0.32834 -1.47802 0.666 0.113 0.310
H -0.42990 -2.90327 3.26921 -0.367 -0.221 -0.079
H -1.68429 -2.37598 2.37894 0.944 -0.419 -0.572
H 1.03306 -3.38520 1.73108 -0.361 0.351 -0.618
H -0.59531 -4.21527 0.01974 0.322 1.293 0.143
H -1.35416 -2.64644 -0.07658 0.244 0.070 -0.237
H -1.10854 -2.25551 -2.55576 1.072 -0.608 0.065
H 0.45620 -2.24539 -4.55119 -0.614 0.670 -0.659
H 2.87460 -2.28491 -4.26369 -0.677 -0.475 0.714
H 3.81486 -3.04496 -2.08740 -0.327 0.226 0.106
H 2.39229 -3.12677 -0.07532 -0.446 -0.054 -0.696
H 0.79830 0.62375 1.05691 -0.158 -0.259 0.232
H -1.72148 -0.79431 0.57539 0.604 0.464 -0.433
H -2.89499 1.27460 0.48745 0.961 -0.185 0.849
H -2.06458 0.94631 2.12348 -0.439 -0.156 -0.084
H -1.97745 3.08921 -0.92458 0.889 0.306 0.830
H -0.71286 5.32274 -0.94594 -0.083 -0.640 0.307
H 0.94106 6.54266 1.80136 0.160 0.049 0.241
H 0.47055 4.66784 3.06396 0.650 0.311 0.661
H -0.52001 2.48158 3.07149 -0.184 -0.168 -0.077
H 0.44467 0.28307 -2.43560 -0.256 0.054 -0.264
```
Positions in Å, forces in eV/Å.

Its SMILES is N[C@@H](Cc1ccccc1)C(=O)N[C@@H](Cc1ccc(O)cc1)C(=O)O. The value obtained for the HOMO energy is -8.82 eV. As for the HOMO-LUMO gap: 9.5 eV. The value obtained for the total energy is -30161.0207 eV. The energy above the lowest of the compared OMol25 structures with the same formula, charge and spin is 1.366 eV.

***

# 4
The following is a quantum chemistry calculation of one molecule with the formula C18H20N2O5S2, from the Open Molecules 2025 dataset.

The geometry in XYZ format:
```
47
Properties=species:S:1:pos:R:3:forces:R:3
C 6.49880 0.15804 -1.14133 -0.130 0.115 0.128
C 5.58589 0.36086 0.06003 0.142 -0.087 -0.079
C 4.92855 -0.94915 0.50330 -0.148 0.124 -0.273
S 3.80318 -1.60704 -0.77327 -0.045 -0.160 0.214
C 2.53639 -0.39685 -0.65029 0.162 -0.016 0.090
C 1.76660 -0.08941 -1.76634 0.071 0.085 0.244
C 0.74784 0.84089 -1.67599 -0.174 0.079 -0.119
C 0.50795 1.45890 -0.46265 -0.362 0.203 -0.029
S -0.79620 2.67242 -0.30975 -0.058 0.133 0.377
O -0.23255 3.89309 0.18476 0.070 -0.092 0.244
O -1.55528 2.69653 -1.52329 0.112 -0.344 0.079
N -1.68611 2.06620 0.97559 0.622 0.623 -0.436
C -2.68224 1.09946 0.80648 -0.605 -0.638 -0.099
C -3.78655 1.05174 1.63768 0.407 0.208 -0.108
C -4.73893 0.05396 1.47308 -0.091 -0.262 -0.172
C -4.61263 -0.89367 0.47384 0.003 -0.081 -0.062
O -5.49444 -1.90360 0.22669 0.344 0.122 -0.168
C -6.64349 -1.99340 1.03057 -0.151 -0.006 0.118
C -3.48858 -0.83913 -0.38188 -0.108 -0.072 0.063
O -3.43129 -1.79410 -1.34555 -0.269 0.122 0.335
C -2.37974 -1.73750 -2.27805 0.194 -0.001 -0.136
C -2.53464 0.14470 -0.19727 -0.179 -0.225 -0.070
C 1.25892 1.16752 0.65614 0.217 -0.096 0.041
C 2.28265 0.22886 0.57901 -0.304 0.124 -0.475
N 2.99269 -0.10862 1.72384 -0.431 0.241 0.343
C 4.19106 -0.75279 1.81191 0.301 -0.289 -0.142
O 4.65128 -1.07904 2.88046 0.143 -0.021 0.169
H 7.30495 -0.52943 -0.89659 0.124 -0.073 -0.009
H 5.93969 -0.25020 -1.98005 0.022 -0.006 -0.096
H 6.93320 1.10672 -1.44460 0.084 0.050 -0.071
H 6.16408 0.74723 0.90325 -0.059 0.047 0.026
H 4.81154 1.09372 -0.18215 0.018 0.016 0.087
H 5.68861 -1.72027 0.64612 -0.140 0.050 0.103
H 1.97734 -0.59182 -2.69719 0.022 0.005 -0.146
H 0.13898 1.10128 -2.52667 -0.064 -0.021 -0.146
H -1.88922 2.77777 1.66035 0.141 0.226 -0.022
H -3.91160 1.78649 2.41837 -0.022 0.101 0.098
H -5.58798 0.03927 2.13691 -0.100 -0.049 0.035
H -7.19805 -2.85119 0.65346 -0.001 0.069 0.067
H -6.38912 -2.16238 2.08253 -0.006 0.022 -0.034
H -7.26603 -1.09617 0.94773 0.029 -0.021 0.012
H -2.57125 -2.54606 -2.98183 0.069 0.075 0.022
H -2.36898 -0.78247 -2.81281 -0.001 -0.010 0.015
H -1.40616 -1.89594 -1.80060 -0.037 0.021 -0.003
H -1.67390 0.20325 -0.83810 0.002 -0.204 -0.148
H 1.03886 1.66949 1.58482 0.024 0.034 0.204
H 2.57591 0.15179 2.60932 0.160 -0.116 -0.070
```
Positions in Å, forces in eV/Å.

Its SMILES is CC[C@@H]1Sc2ccc(S(=O)(=O)Nc3ccc(OC)c(OC)c3)cc2NC1=O. The value obtained for the HOMO energy is -7.90 eV. As for the HOMO-LUMO gap: 8.0 eV. The value obtained for the total energy is -53878.5068 eV. The energy above the lowest of the compared OMol25 structures with the same formula, charge and spin is 0.596 eV.

***

no.,LUMO energy (eV)
1,0.3
2,0.4
3,0.7
4,0.1